Entry 1:
{
  "formula": "CH2ClN",
  "method": "wB97M-V/def2-TZVPD",
  "species": ["Cl", "N", "C", "H", "H"],
  "xyz": [[-2.6176, -0.0363, 0.0038], [-0.3037, 1.0211, 0.0344], [-0.9822, 0.0046, -0.0447], [0.6575, 0.9394, -0.1476], [-0.5739, -0.9688, 0.1235]],
  "nbo_charge": [0.06, -0.34, -0.30, 0.36, 0.23],
  "de_lowest_kj_mol": 54.8,
  "multiplicity": 3,
  "e_tot_ev": -15076.555,
  "s2": 2.006,
  "max_force_ev_per_a": 8.68,
  "homo_ha": [-0.2130, -0.3980],
  "lumo_ev": [1.1, -2.8],
  "charge": 0,
  "orbital_gap_ev": [6.8, 8.0]
}

=====

Entry 2:
{
  "formula": "CH2ClN2O2",
  "method": "wB97M-V/def2-TZVPD",
  "species": ["Cl", "O", "O", "N", "N", "C", "H", "H"],
  "xyz": [[1.4729, -0.7736, 1.9534], [0.2432, 0.9388, -2.4700], [-1.1027, 1.0521, -0.7467], [0.6716, -0.2089, -0.7224], [-0.1373, 0.5369, -1.3246], [0.0299, -0.5377, 1.0603], [-0.5831, 0.2732, 1.4150], [-0.5945, -1.2809, 0.8350]],
  "nbo_charge": [-0.06, -0.59, -0.60, -0.34, 0.52, -0.32, 0.21, 0.18],
  "de_lowest_kj_mol": 258.9,
  "e_tot_ev": -20663.243,
  "max_force_ev_per_a": 6.03,
  "homo_ha": -0.1473,
  "lumo_ev": 3.6,
  "charge": -1,
  "orbital_gap_ev": 7.6
}

=====

Entry 3:
{
  "formula": "CH2ClN2OP",
  "method": "wB97M-V/def2-TZVPD",
  "species": ["Cl", "P", "O", "N", "N", "C", "H", "H"],
  "xyz": [[0.3404, -2.2368, -1.6572], [-0.6669, -1.6567, -0.0403], [-1.0104, 0.2629, -0.4767], [0.7309, -0.9380, 0.7969], [0.8874, 0.2584, 0.8161], [-0.1231, 1.0669, 0.1555], [0.5937, 1.6476, -0.4405], [-0.7520, 1.5957, 0.8463]],
  "nbo_charge": [-0.27, 1.19, -0.76, -0.47, -0.11, 0.05, 0.19, 0.18],
  "de_lowest_kj_mol": 0.0,
  "multiplicity": 3,
  "e_tot_ev": -27904.414,
  "s2": 2.008,
  "max_force_ev_per_a": 4.82,
  "homo_ha": [-0.2569, -0.3809],
  "lumo_ev": [-0.4, -2.1],
  "charge": 0,
  "orbital_gap_ev": [6.6, 8.2]
}

=====

Entry 4:
{
  "formula": "CH2ClNO2S",
  "method": "wB97M-V/def2-TZVPD",
  "species": ["Cl", "S", "O", "O", "N", "C", "H", "H"],
  "xyz": [[-2.4408, -0.1830, 0.5880], [-0.4656, -0.2754, 0.8573], [0.1625, -1.5168, 0.5816], [-0.2130, 0.3683, 2.1269], [-0.0090, 0.8481, -0.3133], [0.7997, 0.3585, -1.1281], [1.0553, -0.6901, -0.8587], [1.1111, 1.0904, -1.8537]],
  "nbo_charge": [-0.15, 2.16, -0.90, -0.88, -0.63, -0.03, 0.22, 0.21],
  "de_lowest_kj_mol": 182.2,
  "e_tot_ev": -30010.320,
  "max_force_ev_per_a": 3.75,
  "homo_ha": -0.4206,
  "lumo_ev": -0.1,
  "charge": 0,
  "orbital_gap_ev": 11.3
}

=====

Entry 5:
{
  "formula": "CH2ClNOS2",
  "method": "wB97M-V/def2-TZVPD",
  "species": ["Cl", "S", "S", "O", "N", "C", "H", "H"],
  "xyz": [[-1.4182, 1.5492, 0.1590], [2.3542, 0.5886, 0.4659], [1.0104, 0.4906, -1.0891], [-2.0465, -1.3620, 0.3543], [-0.3918, 0.0640, -0.2642], [-1.0122, -1.1228, -0.0858], [1.6894, 1.7513, 0.8519], [-0.1853, -1.9588, -0.3919]],
  "nbo_charge": [0.07, -0.13, 0.39, -0.52, -0.63, 0.54, 0.16, 0.11],
  "de_lowest_kj_mol": 69.7,
  "smiles": "O=CN(Cl)SS",
  "e_tot_ev": -38798.048,
  "max_force_ev_per_a": 6.32,
  "homo_ha": -0.3668,
  "lumo_ev": -0.5,
  "charge": 0,
  "orbital_gap_ev": 9.5
}

=====

Entry 6:
{
  "formula": "CH2ClNS",
  "method": "wB97M-V/def2-TZVPD",
  "species": ["Cl", "S", "N", "C", "H", "H"],
  "xyz": [[-1.5186, 2.0035, 1.5138], [-2.7689, 0.6104, -0.7628], [-0.3742, 0.0102, 0.1862], [-1.5125, 0.8806, 0.1841], [0.5897, 0.2564, 0.0659], [-0.3996, -0.7063, -0.5153]],
  "nbo_charge": [0.04, 0.03, -0.82, -0.03, 0.40, 0.39],
  "de_lowest_kj_mol": 22.8,
  "smiles": "NC(=S)Cl",
  "e_tot_ev": -25916.666,
  "max_force_ev_per_a": 2.76,
  "homo_ha": -0.3365,
  "lumo_ev": -0.1,
  "charge": 0,
  "orbital_gap_ev": 9.0
}

=====

Entry 7:
{
  "formula": "CH2ClO2S2",
  "method": "wB97M-V/def2-TZVPD",
  "species": ["Cl", "S", "S", "O", "O", "C", "H", "H"],
  "xyz": [[-1.7319, -1.3758, 0.6115], [1.1055, -0.0453, -0.1637], [1.6356, 1.5727, 0.8382], [1.3577, -0.1313, -1.6242], [1.3380, -1.2555, 0.6030], [-1.0223, 0.1664, 0.0068], [-1.2350, 1.0192, 0.7449], [-1.4476, 0.0496, -1.0164]],
  "nbo_charge": [-0.12, 1.87, -0.66, -0.97, -0.97, -0.61, 0.23, 0.22],
  "de_lowest_kj_mol": 33.9,
  "smiles": "O=S(=O)([S-])CCl",
  "e_tot_ev": -39358.105,
  "max_force_ev_per_a": 2.75,
  "homo_ha": -0.1660,
  "lumo_ev": 3.6,
  "charge": -1,
  "orbital_gap_ev": 8.1
}

=====

Entry 8:
{
  "formula": "CH2ClOP",
  "method": "wB97M-V/def2-TZVPD",
  "species": ["Cl", "P", "O", "C", "H", "H"],
  "xyz": [[-1.0939, -0.3094, 1.9907], [0.5741, -0.9857, -2.2232], [-1.3360, 2.2323, 2.3061], [-0.9015, 1.3930, 1.6108], [0.9113, -0.8870, -0.8402], [1.8460, -1.4432, -2.8441]],
  "nbo_charge": [-0.03, 0.09, -0.44, 0.47, -0.05, -0.04],
  "de_lowest_kj_mol": 66.2,
  "multiplicity": 3,
  "e_tot_ev": -24924.360,
  "s2": 2.007,
  "max_force_ev_per_a": 1.99,
  "homo_ha": [-0.3342, -0.3758],
  "lumo_ev": [0.6, -1.9],
  "charge": 0,
  "orbital_gap_ev": [9.7, 8.3]
}

=====

Entry 9:
{
  "formula": "CH2ClPS",
  "method": "wB97M-V/def2-TZVPD",
  "species": ["Cl", "S", "P", "C", "H", "H"],
  "xyz": [[2.1283, 0.8040, 0.4931], [-0.3621, -1.7997, 0.0547], [1.0176, 0.1339, -0.9013], [-0.6492, 0.0988, -0.0709], [-1.4978, 0.1851, -0.5863], [-0.6368, 0.5779, 1.0106]],
  "nbo_charge": [-0.22, -0.20, 0.77, -0.80, 0.22, 0.24],
  "de_lowest_kj_mol": 127.9,
  "smiles": "ClP1CS1",
  "e_tot_ev": -33714.798,
  "max_force_ev_per_a": 5.81,
  "homo_ha": -0.3270,
  "lumo_ev": -1.0,
  "charge": 0,
  "orbital_gap_ev": 7.9
}

=====

Entry 10:
{
  "formula": "CH2F2N2O",
  "method": "wB97M-V/def2-TZVPD",
  "species": ["F", "F", "O", "N", "N", "C", "H", "H"],
  "xyz": [[-1.3531, 0.7952, 1.5094], [-1.8751, -0.6229, -0.1496], [-0.3280, -1.2228, 1.3111], [0.1242, 0.8847, -0.5223], [1.0955, 0.2518, -0.9524], [-1.0059, -0.3542, 0.8299], [1.6946, -0.2947, -0.2805], [1.6478, 0.5629, -1.7456]],
  "nbo_charge": [-0.34, -0.32, -0.62, -0.15, -0.39, 1.11, 0.35, 0.35],
  "de_lowest_kj_mol": 59.5,
  "e_tot_ev": -11529.409,
  "max_force_ev_per_a": 2.78,
  "homo_ha": -0.3550,
  "lumo_ev": -0.4,
  "charge": 0,
  "orbital_gap_ev": 9.2
}

=====

Entry 11:
{
  "formula": "CH2F3N2",
  "method": "wB97M-V/def2-TZVPD",
  "species": ["F", "F", "F", "N", "N", "C", "H", "H"],
  "xyz": [[1.3885, -1.5845, -0.2486], [2.3813, 0.2033, -0.0177], [0.1570, 1.6219, -0.2662], [-1.3773, 0.0527, -0.0326], [1.6352, -0.5869, 0.6261], [-0.2267, 0.4962, 0.2080], [-2.1609, 0.6907, -0.5024], [-1.7971, -0.8935, 0.2335]],
  "nbo_charge": [-0.16, -0.09, -0.23, -0.75, 0.53, 0.75, 0.47, 0.49],
  "de_lowest_kj_mol": 204.8,
  "e_tot_ev": -12187.243,
  "max_force_ev_per_a": 4.62,
  "homo_ha": [-0.6036, -0.6099],
  "lumo_ev": [-7.4, -6.8],
  "charge": 1,
  "orbital_gap_ev": [9.1, 9.8]
}

=====

Entry 12:
{
  "formula": "CH2F3N3",
  "method": "wB97M-V/def2-TZVPD",
  "species": ["F", "F", "F", "N", "N", "N", "C", "H", "H"],
  "xyz": [[1.2731, -1.7148, -0.6492], [-2.2147, -0.3486, -0.7360], [2.1397, 0.3780, -0.8180], [1.0067, -0.3755, -0.8786], [-1.3298, -0.7689, 0.2105], [-0.0329, 1.2348, 0.7295], [0.1003, 0.2360, 0.0312], [-1.6462, -0.5819, 1.1311], [0.7037, 1.9409, 0.9797]],
  "nbo_charge": [-0.17, -0.24, -0.20, 0.26, -0.24, -0.63, 0.48, 0.34, 0.39],
  "de_lowest_kj_mol": 826.3,
  "smiles": "[H]/N=C(/NF)N(F)F",
  "e_tot_ev": -13684.078,
  "max_force_ev_per_a": 5.93,
  "homo_ha": -0.3569,
  "lumo_ev": 0.3,
  "charge": 0,
  "orbital_gap_ev": 10.0
}